(1)
{
  "formula": "C4H14NO",
  "method": "wB97M-V/def2-TZVPD",
  "total_energy_ev": -7903.0175,
  "lumo_ev": -7.55,
  "de_lowest_kcal_mol": 90.79,
  "largest_force_ha_per_bohr": 0.106,
  "total_charge": 1,
  "orbital_gap_ha": 0.200,
  "species": ["H", "H", "H", "C", "H", "H", "C", "H", "H", "H", "H", "H", "H", "H", "N", "O", "C", "H", "H", "C"],
  "xyz": [[1.307, -2.031, 1.049], [-3.065, -0.636, -2.584], [2.756, 0.488, 0.244], [1.872, -0.146, 0.059], [-3.279, 0.829, -2.001], [-0.950, 1.741, -0.017], [2.190, -1.400, 0.927], [2.421, -1.124, 1.958], [-2.684, -0.388, -0.972], [0.999, 1.277, 1.432], [-1.922, -0.960, 1.894], [-0.190, 0.791, -1.357], [0.545, 2.248, -0.783], [1.714, -0.437, -0.971], [-2.689, 0.001, -1.901], [-1.842, -0.265, 1.233], [-0.025, 1.363, -0.444], [-0.919, -0.007, 1.170], [2.990, -2.005, 0.511], [0.772, 0.662, 0.554]],
  "forces_ev_per_a": [[0.02, -0.03, -0.47], [0.10, -0.49, 0.11], [-0.14, 0.31, -0.23], [-0.71, -1.78, 1.06], [0.26, -0.30, 0.61], [-0.18, 0.30, -0.20], [-0.54, -0.31, 0.88], [0.37, 0.17, -0.18], [-0.51, 0.01, 0.09], [-0.87, -1.01, 0.92], [0.11, -0.05, 0.13], [-0.31, -0.13, 0.04], [0.35, 0.03, 0.52], [0.19, 0.17, -0.21], [0.21, 0.80, -0.75], [-0.16, 0.09, -0.28], [-1.15, -1.03, 0.24], [-0.40, -0.39, 0.51], [0.04, 0.24, -0.10], [3.32, 3.40, -2.68]],
  "nbo_charge": [0.227, 0.375, 0.330, -0.531, 0.371, 0.292, -0.587, 0.229, 0.378, 0.239, 0.499, 0.297, 0.353, 0.255, -1.113, -0.881, -0.762, 0.425, 0.260, 0.345]
}

(2)
{
  "formula": "H4NPSi",
  "method": "wB97M-V/def2-TZVPD",
  "total_energy_ev": -18718.3307,
  "lumo_ev": -0.06,
  "de_lowest_kcal_mol": 39.14,
  "largest_force_ha_per_bohr": 0.053,
  "total_charge": 0,
  "smiles": "[SiH4].N#P",
  "orbital_gap_ha": 0.404,
  "species": ["Si", "H", "H", "H", "N", "P", "H"],
  "xyz": [[0.035, 0.291, -1.124], [-0.972, -0.055, -2.099], [1.138, 1.243, -1.314], [-0.978, 1.286, -0.604], [0.728, -0.839, 2.875], [-0.467, -1.341, 2.211], [0.517, -0.586, 0.055]],
  "forces_ev_per_a": [[-0.42, 1.49, 2.24], [0.45, -1.08, -1.04], [0.26, -0.30, -0.81], [0.37, -0.23, 0.65], [1.07, 0.42, 0.68], [-1.15, -0.51, -0.33], [-0.58, 0.22, -1.40]],
  "nbo_charge": [0.541, -0.114, -0.122, -0.158, -0.884, 0.888, -0.152]
}

(3)
{
  "formula": "C4H8N2O2S2",
  "method": "wB97M-V/def2-TZVPD",
  "total_energy_ev": -33016.6897,
  "lumo_ev": -0.40,
  "de_lowest_kcal_mol": 177.60,
  "largest_force_ha_per_bohr": 0.072,
  "total_charge": 0,
  "orbital_gap_ha": 0.265,
  "species": ["S", "C", "H", "H", "H", "S", "H", "H", "O", "N", "O", "C", "N", "H", "H", "C", "H", "C"],
  "xyz": [[-3.069, -2.864, -2.968], [1.289, -0.038, 1.359], [1.395, 0.831, 1.912], [0.455, -0.607, 1.733], [1.889, -0.853, -0.631], [-2.262, 0.291, -1.699], [-5.410, 0.501, -0.946], [2.114, -0.564, 1.887], [-5.004, 0.306, -1.794], [0.082, 0.497, -0.686], [-5.972, -1.662, -1.761], [-3.866, -1.651, -2.271], [-4.962, -1.050, -2.089], [2.259, 0.825, -0.550], [-0.172, 1.435, -0.933], [1.449, 0.082, -0.158], [-0.528, -1.401, -1.031], [-0.819, -0.304, -1.154]],
  "forces_ev_per_a": [[-0.81, 1.09, 0.73], [2.12, -2.02, 0.34], [-0.61, 2.40, 0.52], [-0.78, 0.04, -0.52], [-1.46, 0.71, 0.46], [-0.10, -0.14, -0.21], [-0.41, -1.08, 0.49], [0.09, -0.25, -1.02], [1.26, 1.51, -1.86], [2.63, -0.11, -0.21], [-2.45, -1.68, 0.03], [2.92, -1.62, -1.56], [-0.46, 1.66, 2.20], [-1.72, -0.75, 1.19], [0.66, 0.88, 0.48], [0.54, 0.69, -0.86], [-0.77, 1.21, -0.46], [-0.64, -2.54, 0.25]],
  "nbo_charge": [0.060, -0.644, 0.223, 0.227, 0.224, -0.063, 0.491, 0.222, -0.563, -0.549, -0.511, 0.108, 0.199, 0.227, 0.414, -0.238, 0.209, -0.037]
}